1.
# C7H8S

C7H8S as an isolated structure in a non-equilibrium geometry (the ωB97M-V functional and the def2-TZVPD basis, the OMol25 dataset).

Geometry as ORCA input:
```
! wB97M-V def2-TZVPD RIJCOSX def2/J DEFGRID3
* xyz 0 1
C -0.077 0.697 -0.171
C 0.673 1.566 -0.880
C -1.478 0.542 0.360
C 1.202 -0.716 -1.629
C -1.448 -0.184 1.706
C 1.126 -0.307 -0.175
C 1.755 0.671 -1.190
S -1.398 -1.997 1.621
H -2.028 1.443 0.378
H -2.008 -0.149 -0.242
H 2.020 -1.516 -1.827
H 0.216 -0.552 -2.096
H -0.715 0.183 2.463
H -2.351 0.112 2.356
H 1.754 -0.593 0.702
H 2.756 0.801 -1.375
*
```

Properties
* ΔE to the lowest compared entry with this formula, charge and spin: 6.477 eV
* orbital gap (alpha / beta): 8.458 / 5.874 eV
* energy: -669.4564 hartree
* highest occupied orbital energy (alpha / beta): -8.761 / -7.836 eV

=====

2.
# C3H11N2

A 2-piece molecular cluster, C3H11N2 overall in a non-equilibrium geometry (the ωB97M-V functional and the def2-TZVPD basis, the OMol25 dataset).

Geometry as ORCA input:
```
! wB97M-V def2-TZVPD RIJCOSX def2/J DEFGRID3
* xyz 1 1
C -0.175 1.208 -2.133
N -1.084 0.703 -0.949
H 0.346 2.190 -2.015
H -0.590 1.229 -3.127
H 0.535 0.509 -2.058
H -0.486 0.953 -0.088
H -1.838 1.480 -0.915
H -1.465 -0.219 -0.849
C -0.120 -1.902 1.187
C 0.255 -0.648 1.631
N 1.119 0.254 0.733
H -0.374 -2.219 0.189
H 0.135 -2.728 1.847
H 0.195 -0.319 2.772
H 1.676 0.847 1.364
H 1.863 -0.372 0.284
*
```

Properties
* ΔE to the lowest compared entry with this formula, charge and spin: 3.362 eV
* orbital gap: 9.311 eV
* energy: -230.0588 hartree
* highest occupied orbital energy: -12.668 eV

=====

3.
# C15H16Cl5IN3RhSe3Te

C15H16Cl5IN3RhSe3Te as an isolated structure in a non-equilibrium geometry (the ωB97M-V functional and the def2-TZVPD basis, the OMol25 dataset).

Geometry as ORCA input:
```
! wB97M-V def2-TZVPD RIJCOSX def2/J DEFGRID3
* xyz 0 1
Rh 0.497 0.700 0.628
Se 0.060 0.503 3.102
Se 2.009 -0.546 3.902
Te 3.593 1.146 2.943
Se 2.898 0.672 0.559
Cl 2.463 -0.229 -2.563
C 0.782 0.171 -2.574
C 0.154 0.556 -1.398
C -1.200 0.793 -1.508
Cl -1.962 1.181 0.035
C -1.946 0.742 -2.667
Cl -3.628 1.083 -2.656
C -1.274 0.402 -3.839
Cl -2.133 0.331 -5.326
C 0.088 0.102 -3.786
Cl 0.904 -0.349 -5.232
I 0.768 3.620 -2.228
C 0.789 4.071 -0.189
C 0.889 5.422 0.115
C 0.969 5.805 1.439
C 0.956 4.825 2.410
C 0.845 3.505 2.021
N 0.750 3.110 0.739
H 0.910 6.148 -0.684
H 1.049 6.853 1.700
H 1.028 5.065 3.462
H 0.821 2.717 2.755
C 0.209 -3.936 -0.558
C -0.821 -3.351 0.406
C -0.556 -3.828 1.837
C -2.227 -3.748 -0.029
N -0.794 -1.876 0.288
N 0.458 -1.305 0.649
H 0.063 -5.013 -0.647
H 1.233 -3.779 -0.212
H 0.099 -3.490 -1.548
H -0.645 -4.914 1.895
H -1.276 -3.390 2.531
H 0.449 -3.572 2.180
H -2.345 -4.830 0.014
H -2.420 -3.409 -1.047
H -2.978 -3.302 0.629
H -1.474 -1.471 0.927
H 1.152 -1.576 -0.045
H 0.788 -1.609 1.571
*
```

Properties
* ΔE to the lowest compared entry with this formula, charge and spin: 0.000 eV
* orbital gap (alpha / beta): 6.596 / 6.595 eV
* energy: -10927.0211 hartree
* highest occupied orbital energy (alpha / beta): -7.418 / -7.418 eV

=====

4.
# C12H30N2O4Rb

C12H30N2O4Rb as an isolated structure in a non-equilibrium geometry (the ωB97M-V functional and the def2-TZVPD basis, the OMol25 dataset).

Geometry as ORCA input:
```
! wB97M-V def2-TZVPD RIJCOSX def2/J DEFGRID3
* xyz 1 1
Rb -1.698 0.803 -1.037
C -6.116 -1.023 2.578
O -5.266 -1.709 1.698
C -4.909 -0.940 0.583
C -4.133 -1.807 -0.371
N -2.676 -1.751 -0.106
C -1.905 -2.599 -1.032
C -0.504 -2.825 -0.572
O 0.267 -1.635 -0.530
C 1.644 -1.928 -0.317
H -6.987 -0.598 2.061
H -5.609 -0.196 3.097
H -6.470 -1.725 3.330
H -4.312 -0.075 0.914
H -5.810 -0.554 0.081
H -4.302 -1.441 -1.387
H -4.439 -2.856 -0.302
H -2.474 -2.099 0.826
H -1.905 -2.206 -2.053
H -2.373 -3.596 -1.060
H -0.029 -3.536 -1.266
H -0.459 -3.329 0.406
H 1.803 -2.385 0.663
H 2.194 -0.988 -0.356
H 2.034 -2.575 -1.109
C 4.883 -0.449 0.719
O 3.657 0.209 1.003
C 3.851 1.530 1.441
C 2.496 2.111 1.780
N 1.583 2.251 0.651
C 1.986 3.226 -0.349
C 0.899 3.303 -1.389
O 0.709 2.072 -2.072
C 1.726 1.769 -3.005
H 5.391 -0.739 1.643
H 5.541 0.187 0.117
H 4.654 -1.349 0.151
H 4.347 2.121 0.657
H 4.487 1.568 2.337
H 2.649 3.093 2.235
H 2.023 1.453 2.510
H 1.506 1.345 0.196
H 2.959 3.012 -0.815
H 2.120 4.206 0.120
H 1.015 4.144 -2.084
H -0.036 3.511 -0.852
H 1.536 0.763 -3.378
H 2.714 1.740 -2.538
H 1.741 2.500 -3.816
*
```

Properties
* ΔE to the lowest compared entry with this formula, charge and spin: 0.000 eV
* orbital gap: 8.884 eV
* energy: -909.5283 hartree
* highest occupied orbital energy: -11.674 eV

=====

5.
# C3H8FOP

A 2-piece molecular cluster, C3H8FOP overall in a non-equilibrium geometry (the ωB97M-V functional and the def2-TZVPD basis, the OMol25 dataset).

Geometry as ORCA input:
```
! wB97M-V def2-TZVPD RIJCOSX def2/J DEFGRID3
* xyz 0 1
C 1.340 -1.528 -1.315
C -1.851 0.562 -1.189
C 1.120 0.187 1.136
O -0.461 0.548 -0.959
F -1.716 -1.235 1.077
P 0.273 -0.656 -0.328
H 1.250 -1.916 -2.314
H 1.860 -2.152 -0.694
H -2.360 0.883 -0.336
H -2.106 -0.417 -1.500
H -1.912 1.239 -2.166
H 1.051 1.270 0.788
H 0.503 0.029 2.006
H 2.144 -0.147 1.339
*
```

Properties
* ΔE to the lowest compared entry with this formula, charge and spin: 3.317 eV
* orbital gap (alpha / beta): 8.597 / 8.597 eV
* energy: -635.4481 hartree
* highest occupied orbital energy (alpha / beta): -9.483 / -9.483 eV

=====

6.
# C17H11Cl56IOSi2

C17H11Cl56IOSi2 as an isolated structure (the ωB97M-V functional and the def2-TZVPD basis, the OMol25 dataset).

Geometry as ORCA input:
```
! wB97M-V def2-TZVPD RIJCOSX def2/J DEFGRID3
* xyz 0 1
C -6.530 -2.561 6.235
C -7.249 -2.450 4.890
I -5.755 -2.334 3.308
C -8.211 -3.594 4.580
Si -9.638 -3.804 5.772
O -10.446 -2.396 6.055
Si -10.961 -1.231 5.010
H -5.593 -3.113 6.158
H -7.174 -3.054 6.970
H -6.280 -1.572 6.624
H -7.743 -1.485 4.783
H -7.679 -4.554 4.528
H -8.642 -3.442 3.582
H -9.150 -4.283 7.082
H -10.553 -4.826 5.221
H -12.432 -1.221 4.944
H -10.438 -1.526 3.652
H -10.462 0.084 5.456
C -8.978 -0.275 9.651
Cl -8.069 0.230 11.079
Cl -10.693 0.080 9.887
Cl -8.391 0.605 8.234
Cl -8.765 -2.007 9.396
C -1.880 -0.329 2.506
Cl -3.023 0.623 3.443
Cl -0.800 0.751 1.611
Cl -0.927 -1.355 3.586
Cl -2.737 -1.357 1.349
C 0.113 -4.256 -1.075
Cl -1.347 -4.974 -1.767
Cl 0.739 -3.020 -2.168
Cl -0.278 -3.519 0.481
Cl 1.336 -5.511 -0.848
C -2.198 -0.404 -3.553
Cl -0.731 0.163 -4.359
Cl -1.934 -0.460 -1.811
Cl -3.535 0.708 -3.900
Cl -2.608 -2.013 -4.151
C 4.392 -1.006 -3.096
Cl 5.089 -0.648 -1.513
Cl 2.824 -0.209 -3.244
Cl 5.455 -0.385 -4.368
Cl 4.202 -2.746 -3.291
C 8.125 3.588 -5.011
Cl 7.044 2.244 -4.649
Cl 9.727 3.250 -4.358
Cl 8.240 3.807 -6.764
Cl 7.494 5.062 -4.271
C 12.921 6.285 -4.852
Cl 11.716 5.550 -5.908
Cl 12.638 8.024 -4.740
Cl 12.792 5.559 -3.247
Cl 14.538 5.994 -5.504
C -0.593 4.679 -3.980
Cl -1.794 3.440 -3.627
Cl 0.981 4.141 -3.366
Cl -0.481 4.911 -5.729
Cl -1.041 6.199 -3.208
C 14.643 1.647 -3.697
Cl 15.134 2.122 -2.067
Cl 13.021 2.268 -4.022
Cl 15.767 2.329 -4.875
Cl 14.642 -0.113 -3.824
C 17.870 3.432 -8.633
Cl 16.866 4.247 -7.424
Cl 18.110 1.751 -8.146
Cl 17.059 3.486 -10.199
Cl 19.432 4.245 -8.745
C 7.423 3.829 -0.203
Cl 6.082 3.120 -1.108
Cl 7.197 5.578 -0.084
Cl 7.472 3.130 1.420
Cl 8.938 3.491 -1.041
C 2.844 0.960 -7.325
Cl 2.113 1.841 -5.978
Cl 2.855 -0.769 -6.964
Cl 1.901 1.245 -8.792
Cl 4.499 1.531 -7.559
C -8.398 -7.750 3.673
Cl -6.898 -7.095 3.011
Cl -8.363 -7.615 5.439
Cl -9.765 -6.818 3.055
Cl -8.569 -9.442 3.211
C -15.331 -0.937 6.639
Cl -16.972 -0.695 7.246
Cl -14.940 0.298 5.440
Cl -14.168 -0.786 7.959
Cl -15.195 -2.538 5.909
*
```

Properties
* orbital gap: 9.303 eV
* energy: -27376.9388 hartree
* highest occupied orbital energy: -9.267 eV